#1
This record from the Open Molecules 2025 dataset describes an isolated ion of composition C7H13N2 and charge +1. The level of theory is ωB97M-V with the def2-TZVPD basis set.

The calculation puts the gap between HOMO and LUMO (alpha / beta) at 7.82 / 7.85 eV. For the highest occupied orbital energy (alpha / beta), the calculation gives -10.385 / -14.329 eV. The total charge is +1. Its spin multiplicity is 3. The value obtained for the LUMO energy (alpha / beta) is -2.56 / -6.48 eV. Its expectation value of S² is 2.01.

CARTESIAN COORDINATES (ANGSTROEM)
C 2.26157 -0.21890 -0.90388
C 1.60450 -1.42823 -0.56662
C 1.50115 0.88707 -1.03077
C 0.29461 -1.47494 -0.14825
C -0.08166 0.92804 -0.89480
C -1.92526 -0.53358 0.15260
C -0.20419 -0.11638 1.70559
N -0.54947 2.08583 -0.39093
N -0.47446 -0.28374 0.21391
H 3.28318 -0.17525 -1.07652
H 2.02196 -2.32254 -0.56176
H 1.95856 1.76272 -1.22044
H -0.05347 -2.48015 0.07758
H -0.66904 0.55221 -1.69667
H -2.46819 0.36991 0.33475
H -2.38225 -0.88528 -0.78537
H -2.14665 -1.23723 0.94367
H -0.88239 0.55100 2.19429
H -0.32361 -1.11006 2.14884
H 0.74098 0.29608 1.72610
H -1.47030 2.44433 -0.55591
H -0.03557 2.38908 0.33457

---

#2
This record from the Open Molecules 2025 dataset describes an isolated ion of composition C7H13N2 and charge +1. The level of theory is ωB97M-V with the def2-TZVPD basis set.

The calculation puts the gap between HOMO and LUMO (alpha / beta) at 8.41 / 6.82 eV. For the highest occupied orbital energy (alpha / beta), the calculation gives -11.681 / -15.185 eV. The total charge is +1. Its spin multiplicity is 3. The value obtained for the LUMO energy (alpha / beta) is -3.27 / -8.36 eV. Its expectation value of S² is 2.01.

CARTESIAN COORDINATES (ANGSTROEM)
C 0.92512 1.35392 0.52637
C 2.58415 -0.15584 -0.02973
C 0.41579 -1.09604 0.47409
C -0.13545 0.46404 -0.06503
C -0.00912 0.49096 -1.62148
C -2.37811 -0.45708 0.48885
C -1.48266 0.71060 0.59681
N 2.16588 1.04896 0.32311
N 1.91219 -1.21210 0.29157
H 0.72735 2.45064 0.78749
H 3.56277 -0.06228 -0.60124
H 0.06398 -1.34537 1.41482
H -0.00431 -1.79377 -0.25808
H -0.71948 -0.17953 -2.03245
H 0.92316 0.03512 -1.78663
H 0.02422 1.55347 -2.06580
H -3.43175 -0.03185 0.43765
H -2.18579 -1.08382 1.37157
H -1.96363 -0.94215 -0.37658
H -1.27229 0.89517 1.61769
H -1.96159 1.60530 0.30003
H 2.23961 -2.24834 0.20700

---

In hartree, relative to the most stable structure: #1 0.0000; #2 0.0169.

---

#1
This record from the Open Molecules 2025 dataset describes a 2-piece molecular cluster, CH3NO3S overall. The level of theory is ωB97M-V with the def2-TZVPD basis set.

The calculation puts the gap between HOMO and LUMO (alpha / beta) at 5.15 / 5.01 eV. For the highest occupied orbital energy (alpha / beta), the calculation gives 1.542 / 1.682 eV. The total charge is -2. Its spin multiplicity is 1. The value obtained for the LUMO energy (alpha / beta) is 6.70 / 6.69 eV.

CARTESIAN COORDINATES (ANGSTROEM)
C 0.08761 -0.54735 0.08064
N -1.82230 0.82450 -0.12192
O -2.95378 0.24507 0.19491
O 1.73306 1.40101 -0.58944
O 2.61406 -0.96409 -0.44533
S 1.79522 0.12179 0.21706
H 0.00814 -1.36157 0.78619
H 0.07206 -1.08846 -0.82059
H -1.53407 1.36908 0.69848

---

#2
This record from the Open Molecules 2025 dataset describes CH3NO3S as an isolated structure. The level of theory is ωB97M-V with the def2-TZVPD basis set.

The calculation puts the gap between HOMO and LUMO at 4.78 eV. For the highest occupied orbital energy, the calculation gives 1.869 eV. The total charge is -2. Its spin multiplicity is 1. The value obtained for the LUMO energy is 6.65 eV.

CARTESIAN COORDINATES (ANGSTROEM)
C -0.10706 0.07424 0.45288
N -1.46342 -0.65577 -0.60164
O -2.67122 -0.23696 -0.16359
O 2.33557 -0.97078 0.51151
O 2.07759 1.36121 -0.33306
S 1.54301 -0.06009 -0.41088
H -0.37416 1.11026 0.64543
H -0.11366 -0.53605 1.35030
H -1.22666 -0.08605 -1.45095

---

In hartree, relative to the most stable structure: #1 0.0418; #2 0.0000.

---

#1
This record from the Open Molecules 2025 dataset describes an isolated ion of composition C2H2N3S2 and charge +1. The level of theory is ωB97M-V with the def2-TZVPD basis set.

The calculation puts the gap between HOMO and LUMO at 7.21 eV. For the highest occupied orbital energy, the calculation gives -13.736 eV. The total charge is +1. Its spin multiplicity is 1. The value obtained for the LUMO energy is -6.53 eV.

CARTESIAN COORDINATES (ANGSTROEM)
C 0.21370 -0.21227 -1.34224
C 0.16958 -0.13553 -2.67674
N 0.24472 0.11815 1.03392
N -0.33545 -0.03316 3.54249
N 0.09977 0.04166 -0.20297
S -0.01840 1.34782 -3.33127
S -0.86477 -0.21461 2.17770
H 0.10907 -1.25443 -3.35987
H 0.38177 0.34239 4.15896

---

#2
This record from the Open Molecules 2025 dataset describes a 3-piece molecular cluster, C2H2N3S2 overall. The level of theory is ωB97M-V with the def2-TZVPD basis set.

The calculation puts the gap between HOMO and LUMO at 7.48 eV. For the highest occupied orbital energy, the calculation gives -13.955 eV. The total charge is +1. Its spin multiplicity is 1. The value obtained for the LUMO energy is -6.48 eV.

CARTESIAN COORDINATES (ANGSTROEM)
C 2.53873 -1.27792 0.42654
C -2.75124 1.59030 -1.41875
N -0.02087 1.14124 1.61434
N 1.31266 -1.51319 0.47276
N -2.22553 1.10208 -0.53106
S 3.89417 -0.57270 0.21446
S -0.56933 -0.00570 1.01808
H -3.19755 2.00480 -2.26845
H 1.01897 -2.46890 0.47209

---

In hartree, relative to the most stable structure: #1 0.0954; #2 0.0000.

---

#1
This record from the Open Molecules 2025 dataset describes a 4-piece molecular cluster, C2H12O3S2 overall. The level of theory is ωB97M-V with the def2-TZVPD basis set.

The calculation puts the gap between HOMO and LUMO (alpha / beta) at 9.15 / 5.27 eV. For the highest occupied orbital energy (alpha / beta), the calculation gives -13.999 / -13.995 eV. The total charge is +1. Its spin multiplicity is 2. The value obtained for the LUMO energy (alpha / beta) is -4.84 / -8.72 eV. Its expectation value of S² is 0.76.

CARTESIAN COORDINATES (ANGSTROEM)
C 0.69972 -0.71379 -0.74282
S -0.91955 -1.29877 -1.25901
S -1.64633 -2.04442 0.51595
C -0.60822 -3.57224 0.61259
H 1.35684 -0.43228 -1.56247
H 0.63064 0.07217 0.00091
H 1.09067 -1.63891 -0.31550
H 0.11424 -3.60711 -0.20096
H -0.14535 -3.61406 1.59209
H -1.31078 -4.38010 0.42632
H 0.92748 1.87131 3.22738
H 0.59504 1.87981 1.77967
O 0.19175 2.06694 2.62200
H 1.37923 3.79357 -0.17268
H 0.84301 2.72359 -1.13461
O 1.00830 2.89955 -0.22223
H -2.11582 2.21463 -1.69563
H -0.87035 1.54183 -1.46574
O -1.22053 2.23829 -2.00526

---

#2
This record from the Open Molecules 2025 dataset describes a 4-piece molecular cluster, C2H12O3S2 overall. The level of theory is ωB97M-V with the def2-TZVPD basis set.

The calculation puts the gap between HOMO and LUMO (alpha / beta) at 10.18 / 7.15 eV. For the highest occupied orbital energy (alpha / beta), the calculation gives -14.221 / -14.459 eV. The total charge is +1. Its spin multiplicity is 2. The value obtained for the LUMO energy (alpha / beta) is -4.04 / -7.30 eV. Its expectation value of S² is 0.75.

CARTESIAN COORDINATES (ANGSTROEM)
C -0.20507 0.83978 2.12328
S -0.70536 -0.83173 1.75628
S 0.92580 -1.62968 0.94930
C 0.22651 -3.17876 0.22190
H 0.05231 1.43300 1.24110
H 0.63433 0.86365 2.83290
H -1.08369 1.22437 2.68390
H -0.81698 -3.24077 0.49725
H 0.88709 -3.96375 0.51873
H 0.27511 -2.95478 -0.83000
H 1.49593 1.75433 -1.12505
H 2.35441 2.31096 0.04469
O 1.75156 1.60326 -0.19582
H 0.16272 2.37123 -3.18758
H -0.80143 1.68840 -2.19846
O 0.13302 1.75991 -2.44418
H -2.42390 -0.35069 -0.73212
H -0.99487 0.06098 -0.89300
O -1.86751 0.24029 -1.26313

---

In hartree, relative to the most stable structure: #1 0.0510; #2 0.0000.